(one)
{"formula": "C5H9IN", "method": "ωB97M-V with the def2-TZVPD basis set", "elements": ["C", "C", "C", "C", "C", "N", "I", "H", "H", "H", "H", "H", "H", "H", "H", "H"], "coordinates": [[0.078, 0.848, -1.555], [1.388, -1.353, -0.007], [0.214, -0.725, 0.174], [-0.958, -1.439, 0.784], [-0.426, 1.672, 0.579], [-0.050, 0.545, -0.347], [3.128, -0.351, -0.919], [0.062, 1.935, -1.785], [0.366, 0.301, -2.492], [1.420, -2.325, 0.382], [-0.706, -2.386, 1.245], [-1.745, -1.612, 0.100], [-1.352, -0.824, 1.605], [-0.389, 1.171, 1.531], [-1.308, 2.139, 0.340], [0.276, 2.402, 0.365]], "lowdin_charge": [0.105, -0.382, -0.412, -0.003, 0.087, -0.134, 0.847, 0.140, 0.140, 0.046, 0.099, 0.085, 0.095, 0.110, 0.090, 0.089], "total_charge": 1, "spin_multiplicity": 1, "smiles": "C=[N+](C)/C(C)=C\\I"}

(two)
{"formula": "C5H9IN", "method": "ωB97M-V with the def2-TZVPD basis set", "elements": ["C", "C", "C", "C", "C", "N", "I", "H", "H", "H", "H", "H", "H", "H", "H", "H"], "coordinates": [[1.625, -0.917, 0.540], [1.631, 0.367, 0.305], [0.427, -1.598, -0.130], [-0.394, -0.411, -0.789], [-0.482, 1.723, 0.470], [0.384, 0.869, -0.372], [3.035, 3.585, 0.709], [2.367, -1.567, 1.014], [0.620, -2.358, -0.913], [-0.304, -1.942, 0.600], [-0.415, -0.386, -1.924], [-1.402, -0.230, -0.490], [-0.878, 1.103, 1.243], [0.082, 2.688, 0.757], [-1.353, 1.807, -0.265], [0.740, 1.303, -1.221]], "lowdin_charge": [-0.057, 0.012, -0.102, -0.062, -0.013, -0.180, 0.307, 0.129, 0.133, 0.118, 0.155, 0.102, 0.099, 0.068, 0.131, 0.161], "total_charge": 1, "spin_multiplicity": 1}

Referenced to the most stable arrangement, the calculated values in hartree are (one) 0.0000; (two) 0.1188.

(one)
{"formula": "C48H35N3O6P2ReS8", "method": "ωB97M-V with the def2-TZVPD basis set", "elements": ["Re", "C", "C", "C", "C", "C", "C", "C", "C", "P", "C", "C", "C", "C", "C", "C", "C", "C", "C", "C", "C", "C", "C", "O", "C", "C", "C", "C", "C", "C", "P", "C", "C", "C", "C", "C", "C", "C", "C", "C", "C", "C", "C", "H", "H", "H", "H", "H", "H", "H", "H", "H", "H", "H", "H", "H", "H", "H", "H", "H", "H", "H", "H", "H", "H", "H", "H", "H", "H", "H", "H", "H", "H", "H", "H", "S", "C", "C", "N", "C", "S", "C", "N", "O", "S", "O", "O", "O", "O", "C", "N", "C", "S", "C", "C", "S", "S", "C", "S", "S", "H", "H", "H"], "coordinates": [[-0.011, 0.930, -0.722], [-2.024, -0.191, 5.630], [-0.858, -0.958, 4.980], [-0.261, -1.937, 6.001], [-1.399, -1.729, 3.776], [-2.292, -2.790, 3.884], [-2.804, -3.423, 2.756], [-2.444, -2.997, 1.482], [-1.554, -1.945, 1.327], [-1.003, -1.242, -0.302], [-2.663, -1.216, -1.125], [-3.407, -0.039, -1.043], [-4.661, 0.050, -1.633], [-5.192, -1.033, -2.318], [-4.464, -2.211, -2.399], [-3.212, -2.303, -1.806], [-0.255, -2.768, -0.987], [0.306, -3.736, -0.160], [0.885, -4.879, -0.697], [0.910, -5.067, -2.068], [0.372, -4.099, -2.904], [-0.191, -2.955, -2.366], [-1.056, -1.358, 2.484], [-0.174, -0.388, 2.225], [0.443, 0.304, 3.198], [1.321, 1.257, 2.698], [2.038, 1.986, 3.637], [1.854, 1.763, 4.998], [0.944, 0.814, 5.442], [0.205, 0.053, 4.542], [1.554, 1.430, 0.841], [3.227, 0.696, 0.806], [3.291, -0.680, 0.610], [4.503, -1.352, 0.685], [5.668, -0.645, 0.940], [5.615, 0.728, 1.133], [4.400, 1.395, 1.078], [1.779, 3.252, 0.828], [2.637, 3.849, -0.088], [2.685, 5.231, -0.209], [1.862, 6.029, 0.570], [0.989, 5.441, 1.475], [0.950, 4.060, 1.605], [-2.804, -0.885, 5.956], [-2.462, 0.513, 4.921], [-1.675, 0.372, 6.499], [-1.018, -2.639, 6.355], [0.125, -1.403, 6.871], [0.558, -2.505, 5.557], [-2.605, -3.128, 4.866], [-3.497, -4.247, 2.871], [-2.861, -3.489, 0.611], [-2.992, 0.819, -0.529], [-5.211, 0.980, -1.569], [-6.163, -0.957, -2.792], [-4.864, -3.066, -2.934], [-2.663, -3.231, -1.885], [0.293, -3.610, 0.916], [1.341, -5.606, -0.037], [1.386, -5.944, -2.488], [0.421, -4.217, -3.980], [-0.593, -2.194, -3.019], [2.742, 2.741, 3.308], [2.418, 2.345, 5.716], [0.803, 0.674, 6.508], [2.386, -1.224, 0.357], [4.535, -2.414, 0.483], [6.622, -1.159, 0.950], [6.526, 1.290, 1.302], [4.377, 2.467, 1.220], [3.232, 3.235, -0.751], [3.347, 5.673, -0.943], [1.885, 7.107, 0.460], [0.321, 6.051, 2.071], [0.252, 3.621, 2.306], [1.275, -0.027, -2.478], [3.016, -0.359, -2.368], [3.317, -1.733, -2.150], [3.562, -2.849, -1.968], [4.048, 0.517, -2.614], [3.978, 2.152, -3.044], [5.382, -0.049, -2.509], [6.451, -0.471, -2.441], [-1.492, 4.328, -2.866], [-1.303, 3.231, -1.953], [-0.061, 2.634, -4.840], [0.109, 3.023, -1.553], [-1.388, 1.504, -3.032], [-2.761, 3.333, 1.879], [-2.063, 2.543, 1.309], [-1.389, 1.733, 0.767], [-1.696, -1.543, -5.409], [-2.103, -0.616, -6.911], [-2.874, 0.831, -6.263], [-2.428, 1.672, -5.314], [-0.801, 1.427, -4.499], [-3.444, 3.039, -4.966], [-4.688, 2.701, -6.107], [-6.025, 3.647, -6.329], [-4.420, 1.231, -6.969], [-1.771, -2.605, -5.642], [-2.411, -1.299, -4.625], [-0.690, -1.292, -5.085]], "lowdin_charge": [0.600, -0.018, -0.421, -0.033, -0.088, -0.033, -0.079, -0.070, -0.234, 1.004, -0.317, -0.090, -0.069, -0.094, -0.097, -0.110, -0.361, -0.087, -0.093, -0.103, -0.080, -0.152, -0.207, -0.044, -0.197, -0.204, -0.074, -0.076, -0.039, -0.091, 0.950, -0.320, -0.118, -0.093, -0.098, -0.086, -0.085, -0.351, -0.113, -0.073, -0.099, -0.084, -0.106, 0.080, 0.099, 0.081, 0.073, 0.073, 0.097, 0.105, 0.095, 0.105, 0.062, 0.107, 0.097, 0.097, 0.097, 0.104, 0.097, 0.096, 0.102, 0.059, 0.110, 0.095, 0.104, 0.089, 0.091, 0.097, 0.097, 0.094, 0.032, 0.104, 0.092, 0.098, 0.098, 0.584, -0.693, -0.341, 0.160, -0.852, 0.541, -0.316, 0.137, -0.428, 0.823, -0.436, -0.539, -0.710, 0.006, -0.542, -0.061, -0.408, 0.824, -0.977, -0.710, 0.730, 0.978, -1.504, 0.467, 0.892, 0.034, 0.039, 0.008], "total_charge": -2, "spin_multiplicity": 2}

(two)
{"formula": "C48H35N3O6P2ReS8", "method": "ωB97M-V with the def2-TZVPD basis set", "elements": ["Re", "C", "C", "C", "C", "C", "C", "C", "C", "P", "C", "C", "C", "C", "C", "C", "C", "C", "C", "C", "C", "C", "C", "O", "C", "C", "C", "C", "C", "C", "P", "C", "C", "C", "C", "C", "C", "C", "C", "C", "C", "C", "C", "H", "H", "H", "H", "H", "H", "H", "H", "H", "H", "H", "H", "H", "H", "H", "H", "H", "H", "H", "H", "H", "H", "H", "H", "H", "H", "H", "H", "H", "H", "H", "H", "S", "C", "C", "N", "C", "S", "C", "N", "O", "S", "O", "O", "O", "O", "C", "N", "C", "S", "C", "C", "S", "S", "C", "S", "S", "H", "H", "H"], "coordinates": [[-0.379, 1.206, 0.742], [-0.768, -5.101, 2.696], [0.041, -4.856, 1.405], [0.556, -6.193, 0.860], [-0.880, -4.171, 0.408], [-1.769, -4.855, -0.425], [-2.651, -4.173, -1.251], [-2.679, -2.792, -1.272], [-1.794, -2.080, -0.466], [-1.686, -0.266, -0.518], [-3.476, 0.113, -0.376], [-3.979, -0.182, 0.891], [-5.283, 0.125, 1.215], [-6.099, 0.744, 0.279], [-5.607, 1.036, -0.981], [-4.303, 0.710, -1.315], [-1.140, 0.001, -2.208], [-0.321, -0.906, -2.840], [0.489, -0.533, -3.942], [0.399, 0.697, -4.485], [-0.720, 1.604, -4.061], [-1.048, 1.454, -2.567], [-0.921, -2.783, 0.366], [-0.103, -1.993, 1.092], [1.017, -2.543, 1.608], [2.001, -1.619, 1.950], [3.184, -2.088, 2.498], [3.375, -3.448, 2.663], [2.394, -4.350, 2.287], [1.188, -3.918, 1.751], [1.736, 0.167, 1.501], [3.092, 0.132, 0.293], [2.712, -0.338, -0.961], [3.646, -0.474, -1.966], [4.968, -0.148, -1.721], [5.355, 0.292, -0.467], [4.422, 0.430, 0.545], [2.343, 0.866, 3.075], [3.162, 1.987, 3.151], [3.526, 2.492, 4.386], [3.063, 1.907, 5.552], [2.221, 0.809, 5.485], [1.873, 0.288, 4.254], [-1.626, -5.741, 2.491], [-1.133, -4.156, 3.091], [-0.138, -5.574, 3.449], [-0.273, -6.857, 0.631], [1.181, -6.693, 1.595], [1.137, -6.030, -0.044], [-1.780, -5.933, -0.435], [-3.323, -4.737, -1.885], [-3.361, -2.249, -1.909], [-3.307, -0.632, 1.611], [-5.664, -0.093, 2.203], [-7.115, 1.005, 0.537], [-6.235, 1.541, -1.703], [-3.931, 0.925, -2.305], [-0.283, -1.928, -2.487], [1.207, -1.248, -4.323], [1.038, 1.015, -5.292], [-1.618, 1.217, -4.566], [-1.996, 1.966, -2.351], [3.958, -1.389, 2.779], [4.299, -3.817, 3.087], [2.576, -5.404, 2.425], [1.670, -0.582, -1.136], [3.335, -0.808, -2.945], [5.699, -0.222, -2.514], [6.390, 0.547, -0.283], [4.733, 0.777, 1.521], [3.471, 2.505, 2.257], [4.170, 3.357, 4.433], [3.346, 2.320, 6.510], [1.830, 0.363, 6.390], [1.213, -0.565, 4.193], [-1.161, 0.612, 3.004], [-2.014, 2.063, 3.459], [-2.313, 2.194, 4.813], [-2.545, 2.292, 5.938], [-2.389, 3.026, 2.542], [-1.997, 2.961, 0.867], [-3.127, 4.143, 2.948], [-3.744, 5.061, 3.270], [2.006, 4.024, -0.739], [1.489, 3.949, 0.772], [2.500, 4.546, 1.596], [1.351, 2.511, 1.109], [0.216, 4.609, 0.773], [3.665, 2.653, -1.414], [2.469, 2.821, -1.324], [1.539, 1.989, -1.742], [-3.643, 2.052, -5.569], [-3.159, 3.777, -5.193], [-1.395, 3.864, -5.045], [-0.498, 3.015, -4.511], [0.019, 2.404, -1.356], [1.164, 3.585, -4.471], [0.909, 5.068, -5.368], [2.123, 6.028, -5.928], [-0.799, 5.414, -5.643], [-4.628, 2.132, -6.021], [-3.714, 1.475, -4.652], [-2.951, 1.603, -6.271]], "lowdin_charge": [0.413, -0.009, -0.426, -0.041, -0.089, -0.027, -0.087, -0.073, -0.249, 0.879, -0.355, -0.115, -0.075, -0.099, -0.095, -0.094, -0.331, -0.090, -0.098, -0.068, -0.330, -0.440, -0.194, -0.035, -0.194, -0.223, -0.067, -0.077, -0.037, -0.095, 1.009, -0.334, -0.118, -0.083, -0.101, -0.099, -0.087, -0.334, -0.094, -0.074, -0.101, -0.087, -0.136, 0.084, 0.098, 0.085, 0.067, 0.069, 0.099, 0.098, 0.094, 0.111, 0.072, 0.103, 0.093, 0.094, 0.079, 0.103, 0.101, 0.091, 0.118, 0.095, 0.113, 0.095, 0.098, 0.075, 0.088, 0.092, 0.095, 0.095, 0.088, 0.102, 0.091, 0.097, 0.079, 0.612, -0.710, -0.337, 0.123, -0.696, 0.669, -0.312, 0.138, -0.174, 0.395, -0.274, -0.574, -0.361, 0.065, -0.755, -0.248, -0.378, 0.826, -0.893, -0.548, 0.884, 1.021, -1.443, 0.504, 0.876, 0.027, 0.013, 0.043], "total_charge": -2, "spin_multiplicity": 2}

Referenced to the most stable arrangement, the calculated values in hartree are (one) 0.0000; (two) 0.0116.

(one)
{"formula": "CH7O2", "method": "ωB97M-V with the def2-TZVPD basis set", "elements": ["O", "H", "H", "H", "C", "O", "H", "H", "H", "H"], "coordinates": [[1.731, 1.024, 0.173], [2.530, 1.396, 0.576], [1.965, 0.829, -0.741], [0.267, 0.540, 0.264], [-1.085, -1.030, -0.293], [-0.634, 0.151, 0.495], [-0.988, -0.751, -1.335], [-2.148, -1.114, -0.074], [-0.452, -1.853, -0.014], [-1.188, 0.808, 0.950]], "lowdin_charge": [0.008, 0.112, 0.092, 0.087, 0.082, 0.088, 0.107, 0.118, 0.111, 0.195], "total_charge": 1, "spin_multiplicity": 1}

(two)
{"formula": "CH7O2", "method": "ωB97M-V with the def2-TZVPD basis set", "elements": ["O", "H", "H", "H", "C", "O", "H", "H", "H", "H"], "coordinates": [[0.015, 0.812, 1.813], [0.243, 1.006, 2.729], [-0.933, 0.991, 1.829], [0.252, -0.079, 0.665], [-0.128, -0.222, -1.452], [0.589, -0.517, -0.203], [-1.147, -0.601, -1.395], [-0.001, 0.840, -1.638], [0.376, -0.769, -2.245], [0.734, -1.463, -0.105]], "lowdin_charge": [0.032, 0.114, 0.103, 0.088, 0.048, 0.094, 0.112, 0.118, 0.113, 0.178], "total_charge": 1, "spin_multiplicity": 1}

Referenced to the most stable arrangement, the calculated values in hartree are (one) 0.0047; (two) 0.0000.